ORCA calculation (the ωB97M-V functional and the def2-TZVPD basis) on C88H189F3FeN11O24 as an isolated structure at a distorted geometry.

The geometry in XYZ format:
```
316
Properties=species:S:1:pos:R:3:forces:R:3
Fe 0.344 -4.328 -0.362 -1.9 -0.2 -0.3
C -1.930 -7.788 -1.660 -3.8 -1.6 -0.9
C -1.474 -6.641 -1.169 3.1 1.6 -0.1
C -2.313 -5.383 -0.950 -0.4 0.1 1.5
O -1.897 -4.353 -0.313 3.0 0.1 0.0
C -3.621 -5.372 -1.230 -2.4 -2.0 -1.4
C -4.272 -6.551 -1.775 -0.3 -0.2 -1.0
C -3.356 -7.863 -2.030 -1.2 -1.6 -0.3
O -3.978 -8.856 -2.500 1.9 2.1 1.0
O -5.457 -6.627 -2.131 1.3 0.2 0.7
O -0.183 -6.574 -0.984 -0.1 2.1 1.1
H -1.285 -8.655 -1.655 0.0 0.0 -0.3
H -4.234 -4.522 -0.967 0.0 0.1 0.0
C 0.627 -0.976 0.181 -1.0 -4.0 -1.0
O 0.396 -0.614 -1.198 -0.1 0.9 1.2
O 0.454 -2.401 0.285 1.4 3.0 0.1
C 2.062 -0.483 0.590 0.4 -0.9 -0.8
F 2.159 0.799 0.925 -1.0 1.0 1.0
F 2.643 -1.216 1.554 -0.6 -0.1 0.8
F 2.950 -0.556 -0.402 0.4 -0.7 -1.6
C -0.357 0.580 -1.409 0.1 0.6 -1.5
C -1.888 0.495 -1.450 1.0 -0.4 0.4
H -2.198 0.641 -0.415 -0.9 -0.1 -0.2
H -2.233 1.282 -2.121 -0.2 0.3 0.3
H -2.223 -0.447 -1.882 0.0 -0.1 0.3
H -0.049 0.948 -2.388 0.2 -0.3 -0.4
H -0.094 1.454 -0.813 0.4 -0.3 0.8
H -0.123 -0.525 0.831 0.1 0.5 0.2
C 3.457 -5.173 7.174 0.2 -1.2 1.2
C 4.210 -4.216 6.268 0.1 1.3 -1.2
C 5.283 -3.368 7.065 -1.1 0.6 1.0
C 6.462 -2.695 6.355 -0.6 -2.5 -0.7
C 7.031 -3.653 5.283 -0.9 1.6 0.1
C 5.949 -4.269 4.330 1.8 1.2 0.5
N 4.959 -4.952 5.203 0.3 -0.2 0.0
O 4.077 -5.770 4.400 0.3 0.7 0.4
C 5.494 -3.188 3.297 -0.7 -0.3 0.4
C 6.759 -5.288 3.515 -1.4 -1.1 -0.1
C 3.098 -3.302 5.667 0.3 -0.1 -1.0
H 2.655 -5.774 6.744 0.0 0.5 -0.7
H 2.999 -4.697 8.041 0.0 0.7 -0.2
H 4.050 -5.941 7.671 0.8 0.0 -0.2
H 4.811 -2.425 7.342 -1.0 -0.5 0.8
H 5.482 -3.893 7.999 0.5 -0.1 -0.1
H 7.293 -2.411 7.001 -0.4 0.2 0.3
H 5.954 -1.829 5.930 0.9 0.3 -0.5
H 7.631 -4.457 5.708 0.0 0.1 0.2
H 7.661 -2.928 4.767 0.4 -0.7 -0.9
H 4.602 -3.551 2.786 -0.2 0.1 0.1
H 5.297 -2.200 3.714 -0.2 -0.1 0.2
H 6.222 -3.026 2.501 0.4 -0.3 0.2
H 6.164 -5.490 2.624 0.4 0.0 -0.5
H 7.787 -4.998 3.299 -0.3 0.3 -0.1
H 6.778 -6.257 4.012 0.2 0.0 0.4
H 2.412 -3.918 5.084 -0.2 -0.3 0.3
H 3.463 -2.617 4.901 0.4 0.2 0.2
H 2.509 -2.709 6.366 0.2 -0.3 0.3
H 4.272 -6.640 4.757 -0.1 -0.2 -0.1
C 1.674 7.746 -0.071 0.3 -0.3 0.6
C 1.179 6.430 -0.659 0.5 0.0 0.9
C 1.373 5.329 0.498 -0.3 -0.1 -2.1
C 0.655 4.016 0.086 -0.7 0.5 0.6
C -0.886 4.294 -0.107 2.3 -0.5 -0.1
C -1.143 5.394 -1.131 -0.7 0.1 1.2
N -0.295 6.596 -0.846 0.8 -0.5 -0.3
O -0.535 7.649 -1.826 0.1 -1.0 0.2
C -1.037 4.842 -2.582 0.7 1.1 0.4
C -2.551 5.826 -0.720 -1.7 0.1 -1.5
C 2.097 6.203 -1.929 -1.6 0.2 0.1
H 2.732 7.651 0.175 0.2 0.0 -0.2
H 1.200 7.885 0.900 -0.4 0.5 -0.2
H 1.573 8.587 -0.758 -0.2 0.0 0.2
H 2.452 5.186 0.561 0.1 -0.2 0.0
H 1.058 5.663 1.487 -0.4 0.3 -0.2
H 0.752 3.277 0.882 0.2 -0.1 0.1
H 1.173 3.600 -0.778 -0.3 0.0 -0.3
H -1.295 4.480 0.886 0.1 0.5 0.0
H -1.473 3.444 -0.455 0.3 -0.3 -0.1
H 0.003 4.764 -2.899 0.2 0.4 0.1
H -1.368 3.826 -2.798 -0.8 0.2 0.4
H -1.500 5.636 -3.169 -0.2 -0.5 -0.6
H -2.773 5.950 0.340 0.8 0.5 0.0
H -2.900 6.672 -1.311 0.2 0.5 0.2
H -3.328 5.102 -0.967 0.3 -0.7 -0.3
H 1.921 5.218 -2.362 0.6 0.0 0.0
H 3.140 6.492 -1.800 0.1 -0.7 0.6
H 1.805 6.950 -2.668 -0.5 -0.1 -0.2
H -0.702 8.407 -1.261 -0.2 0.1 0.1
C 2.352 3.327 3.848 -1.1 -0.1 0.1
C 1.449 2.536 4.835 1.2 -1.3 -0.7
C 1.244 1.094 4.181 2.1 0.5 0.4
C 2.557 0.250 4.319 -2.0 0.5 -0.6
C 2.933 0.217 5.734 2.8 0.9 1.3
C 3.340 1.610 6.335 -0.5 -0.5 -0.7
N 2.121 2.413 6.166 -1.1 -3.3 -0.3
O 2.272 3.579 6.792 0.5 3.6 0.8
C 3.645 1.361 7.838 -0.8 1.1 0.0
C 4.653 2.201 5.630 -0.4 -1.2 0.8
C 0.033 3.120 4.932 0.2 0.4 0.6
H 1.595 3.568 3.102 0.6 0.7 -0.5
H 3.156 2.774 3.363 -0.2 -0.3 0.2
H 2.810 4.191 4.330 -0.4 0.2 -0.1
H 0.453 0.510 4.651 -0.3 0.3 0.0
H 1.082 1.255 3.116 -0.6 0.0 0.1
H 3.389 0.655 3.742 -0.2 -0.1 -0.3
H 2.347 -0.770 3.998 0.1 0.0 -0.4
H 3.930 -0.224 5.741 0.0 -1.0 0.4
H 2.257 -0.324 6.395 0.0 0.2 0.0
H 2.780 0.986 8.384 -0.2 -0.7 -0.4
H 4.519 0.730 8.004 -0.1 0.0 -0.2
H 3.775 2.300 8.376 0.6 0.3 -0.3
H 4.820 1.674 4.690 -0.1 0.6 -0.3
H 4.736 3.286 5.559 -0.5 -0.1 -0.2
H 5.520 1.909 6.222 0.0 -0.1 0.3
H -0.034 4.171 5.216 0.4 0.1 0.3
H -0.525 2.537 5.664 -0.1 0.0 0.0
H -0.506 3.110 3.985 0.2 -0.5 -0.2
H 1.676 3.606 7.544 -0.2 -0.2 0.0
C -3.941 1.746 3.509 -0.1 0.1 -0.2
C -5.331 2.157 3.009 -2.6 0.5 0.7
C -6.443 2.259 4.109 1.3 0.5 1.8
C -6.380 3.569 4.973 -0.3 -0.9 -0.7
C -6.450 4.791 4.096 0.5 0.6 -0.1
C -5.387 4.820 2.943 -1.8 -0.5 -0.3
N -5.462 3.494 2.288 -0.8 -1.4 1.1
O -4.723 3.411 1.119 1.0 0.7 -0.3
C -5.833 5.937 1.948 -0.5 -1.0 0.8
C -4.036 5.166 3.432 1.6 0.0 0.6
C -5.888 1.063 2.084 1.4 0.3 -1.1
H -3.800 2.197 4.491 0.6 0.0 -0.1
H -3.151 1.948 2.786 0.0 1.0 0.0
H -3.779 0.669 3.538 -0.8 -0.2 0.5
H -7.432 2.037 3.706 0.0 0.6 -0.3
H -6.308 1.474 4.853 0.3 -0.5 -0.1
H -5.499 3.594 5.613 0.4 -0.2 -0.3
H -7.186 3.565 5.707 -0.3 0.0 -0.1
H -6.310 5.681 4.709 0.3 0.2 0.1
H -7.464 4.916 3.717 0.0 -0.3 -0.5
H -6.762 5.660 1.450 0.2 -0.4 -0.4
H -6.185 6.749 2.585 0.7 0.6 -0.1
H -5.046 6.183 1.236 -0.2 0.2 0.1
H -3.956 6.201 3.763 -0.1 0.1 0.0
H -3.701 4.525 4.247 -0.1 0.0 0.2
H -3.301 5.022 2.640 0.0 0.0 -0.2
H -6.890 1.241 1.693 0.2 0.2 0.2
H -5.829 0.032 2.435 0.1 0.2 0.6
H -5.156 1.109 1.278 -0.3 -0.4 -0.7
H -5.456 3.382 0.500 0.0 -0.1 -1.4
C 7.608 -0.665 -1.423 0.1 1.3 -0.5
O 6.849 0.519 -0.939 0.5 -2.6 -2.3
C 6.195 0.236 0.263 1.4 1.5 1.9
C 5.366 1.442 0.705 0.1 -0.8 -0.3
N 6.108 2.674 0.840 1.9 -1.5 0.3
C 5.385 3.878 0.658 0.4 0.1 -0.1
C 6.299 5.108 0.528 -0.5 -0.1 -0.9
O 7.201 5.192 -0.617 -1.6 0.2 0.4
C 6.529 5.340 -1.916 1.1 -1.0 1.2
H 8.023 -1.323 -0.660 -0.2 0.4 0.6
H 8.434 -0.304 -2.036 0.2 0.5 0.4
H 7.134 -1.330 -2.145 -1.2 0.2 0.2
H 7.057 0.214 0.929 -0.1 -0.6 1.0
H 5.627 -0.685 0.394 -0.2 -0.1 -0.7
H 4.989 1.140 1.683 -0.7 0.1 0.0
H 4.595 1.508 -0.063 -0.7 0.3 0.2
H 6.892 2.615 0.205 0.2 0.3 -0.2
H 4.836 4.074 1.579 -0.6 0.1 -0.1
H 4.710 3.662 -0.170 -0.6 1.0 -0.3
H 6.851 5.205 1.463 0.6 -0.2 -0.3
H 5.614 5.956 0.547 0.0 0.4 -0.4
H 6.156 4.363 -2.221 0.0 -0.1 -0.2
H 7.361 5.623 -2.561 -0.4 0.2 -0.2
H 5.682 6.025 -1.956 0.2 0.4 0.4
C -2.158 4.571 -7.480 -1.1 0.2 0.7
O -0.769 4.484 -7.387 0.5 0.5 -0.1
C -0.211 5.246 -6.295 1.1 -1.1 -0.7
C 1.225 4.717 -6.071 -1.5 -0.4 0.8
N 1.160 3.278 -5.650 -0.5 2.7 -0.1
C 2.410 2.884 -5.035 -0.1 -1.5 -1.9
C 2.392 1.374 -4.872 0.1 -0.8 0.6
O 2.521 0.656 -6.121 -0.1 1.9 0.4
C 2.407 -0.735 -6.013 0.2 0.3 0.1
H -2.574 5.570 -7.612 0.5 0.6 -0.1
H -2.598 4.226 -6.545 -0.2 -0.3 0.2
H -2.620 4.009 -8.293 0.7 -0.4 -0.1
H -0.787 5.090 -5.382 -0.2 0.1 0.0
H -0.094 6.301 -6.541 -0.6 0.2 -0.1
H 1.642 5.331 -5.273 0.1 -0.1 0.3
H 1.828 4.928 -6.954 0.2 -0.3 -0.3
H 0.943 2.825 -6.526 0.3 -0.8 0.2
H 2.597 3.404 -4.095 -0.2 -0.1 0.0
H 3.196 3.099 -5.759 0.8 0.2 0.2
H 1.486 1.086 -4.339 -0.6 -0.1 -0.3
H 3.139 1.060 -4.143 0.7 -0.1 -0.2
H 3.245 -1.102 -5.422 -0.1 -0.4 0.3
H 2.500 -1.152 -7.016 -0.2 0.0 0.0
H 1.437 -0.982 -5.582 0.0 -0.4 0.1
C -3.023 -2.411 2.345 0.0 -0.1 -0.2
O -3.857 -1.725 3.276 -0.6 -0.2 0.7
C -3.435 -1.794 4.654 -0.7 0.3 0.6
C -4.620 -1.398 5.676 0.1 -0.6 -1.9
N -5.732 -2.365 5.388 1.3 0.7 1.3
C -7.049 -1.930 5.924 1.0 -0.9 -0.8
C -7.042 -1.647 7.435 -0.2 -1.1 -0.8
O -6.561 -0.401 7.736 -0.6 1.4 -0.4
C -6.679 -0.013 9.070 1.3 0.5 0.2
H -2.033 -1.965 2.245 0.3 0.0 0.4
H -3.420 -2.362 1.331 -0.5 0.2 0.2
H -2.952 -3.477 2.562 0.1 0.0 0.3
H -2.555 -1.153 4.704 0.1 0.2 0.6
H -3.151 -2.800 4.963 0.1 -0.3 -0.4
H -4.914 -0.362 5.506 -0.2 0.2 -0.3
H -4.376 -1.416 6.738 0.6 -0.4 -0.2
H -5.686 -2.439 4.382 -0.8 -0.1 -0.2
H -7.724 -2.775 5.785 -0.1 -0.1 -0.1
H -7.374 -1.152 5.233 -0.6 0.7 0.8
H -6.415 -2.372 7.954 0.2 -0.6 -0.2
H -8.041 -1.802 7.843 -0.4 0.2 -0.1
H -6.233 0.980 9.024 0.0 0.0 0.7
H -6.083 -0.688 9.685 0.3 0.0 0.3
H -7.638 0.054 9.584 -0.7 -0.2 -0.8
C -5.589 -2.212 -2.784 1.2 -0.6 0.6
O -5.803 -2.367 -4.169 0.4 -0.1 -1.1
C -5.123 -1.454 -5.066 -1.0 0.0 1.0
C -3.614 -1.511 -5.066 0.7 0.7 0.5
N -3.074 -0.609 -6.123 -0.9 -0.1 1.4
C -1.613 -0.474 -6.085 -1.2 0.0 -1.7
C -1.184 0.399 -7.280 0.6 -0.2 0.2
O -1.220 -0.332 -8.537 0.8 1.0 0.5
C -0.429 0.301 -9.566 -0.4 -0.3 0.2
H -5.414 -3.217 -2.400 -0.6 -0.1 0.2
H -6.320 -1.675 -2.179 -0.9 -0.1 -0.6
H -4.674 -1.720 -2.453 0.6 0.3 -0.7
H -5.549 -0.510 -4.724 0.7 0.8 -0.4
H -5.424 -1.567 -6.108 -0.7 -0.6 0.2
H -3.194 -2.513 -5.144 -0.4 -0.5 -0.3
H -3.295 -1.219 -4.066 0.4 0.6 -0.1
H -3.347 -1.041 -6.994 0.1 0.1 -0.4
H -1.240 -1.491 -6.210 1.0 0.0 0.3
H -1.317 0.014 -5.156 0.1 -0.2 0.0
H -0.201 0.819 -7.068 0.7 -0.5 -0.2
H -1.759 1.325 -7.289 -0.8 -0.1 -0.4
H 0.644 0.358 -9.383 0.1 -0.2 0.7
H -0.745 1.327 -9.757 -0.3 0.1 0.0
H -0.512 -0.301 -10.472 -0.4 0.0 0.1
C -0.311 -4.140 -3.614 0.2 0.9 1.0
O 0.586 -4.041 -2.473 0.6 -0.3 -0.2
C 1.996 -4.195 -2.788 -0.6 0.0 0.2
C 2.912 -4.064 -1.534 -1.0 0.0 -1.0
N 2.470 -4.972 -0.451 1.1 1.5 0.3
C 2.987 -4.496 0.868 -1.0 -0.4 0.0
C 2.037 -5.023 1.969 0.4 -0.7 -0.4
O 0.660 -4.842 1.618 0.1 0.7 2.1
C -0.126 -4.852 2.819 -1.0 0.1 -0.1
H -0.129 -3.207 -4.148 0.0 -0.3 -0.8
H -1.342 -4.073 -3.267 0.2 -0.1 0.5
H -0.249 -5.068 -4.183 0.6 0.1 0.0
H 2.292 -3.446 -3.522 0.0 0.2 -0.1
H 2.101 -5.168 -3.267 0.2 -0.2 0.1
H 2.892 -3.038 -1.166 -0.4 0.0 0.1
H 3.934 -4.206 -1.888 0.1 -0.4 0.1
H 2.866 -5.889 -0.606 -0.5 -0.3 -0.2
H 3.010 -3.407 0.894 -0.5 0.0 -0.2
H 4.030 -4.774 1.017 0.0 -0.5 0.3
H 2.301 -4.577 2.928 -0.2 0.3 0.0
H 2.054 -6.104 2.107 0.9 -0.2 0.0
H 0.107 -4.091 3.563 0.7 0.5 -0.4
H -0.076 -5.788 3.375 0.3 -0.4 -0.4
H -1.176 -4.672 2.590 0.2 -0.2 -0.6
C 3.864 -10.493 -9.010 1.4 -0.7 0.1
O 4.173 -9.217 -8.502 0.2 1.5 1.3
C 5.490 -8.953 -7.845 -0.5 -0.7 -1.5
C 5.536 -7.579 -7.222 0.0 -0.9 0.3
N 4.722 -7.639 -6.040 -0.7 1.2 1.0
C 4.313 -6.309 -5.563 0.6 0.6 0.5
C 5.439 -5.471 -4.837 -0.4 0.2 -1.9
O 4.859 -4.255 -4.413 -0.9 0.3 1.1
C 5.710 -3.389 -3.695 0.1 -0.8 0.8
H 4.696 -10.733 -9.672 0.0 -0.8 -0.1
H 2.948 -10.634 -9.583 -0.2 1.3 -0.1
H 3.716 -11.257 -8.246 0.6 -0.1 0.4
H 6.282 -9.012 -8.592 -0.1 -0.2 -0.4
H 5.757 -9.659 -7.059 -0.5 -0.4 0.0
H 5.305 -6.803 -7.951 -0.3 0.2 -0.1
H 6.542 -7.412 -6.835 0.4 0.0 -0.6
H 3.910 -8.215 -6.212 -0.2 0.2 0.0
H 3.468 -6.349 -4.876 0.1 -0.4 0.1
H 3.973 -5.692 -6.395 -0.1 0.2 -0.2
H 6.121 -5.052 -5.578 0.8 -1.1 -0.4
H 5.979 -6.052 -4.090 -0.2 0.1 0.4
H 5.108 -2.757 -3.043 -0.1 0.4 -0.5
H 6.441 -2.829 -4.279 -0.3 0.2 -0.5
H 6.304 -3.956 -2.978 0.3 -0.3 0.1
C -4.197 2.891 -4.358 -0.1 0.8 -0.6
O -5.226 3.040 -3.423 -1.0 -1.7 0.5
C -5.234 1.946 -2.465 -0.2 1.4 0.9
C -6.607 1.878 -1.708 1.8 -0.5 -0.8
N -6.776 3.085 -0.906 -0.1 0.3 -0.4
C -8.017 3.132 -0.174 -1.5 -0.1 0.1
C -9.283 3.044 -1.065 -0.2 -0.1 1.6
O -9.349 3.929 -2.136 0.3 0.1 -1.7
C -9.654 5.314 -1.910 0.1 -1.4 0.4
H -4.154 1.941 -4.891 0.0 -0.5 0.4
H -3.246 3.144 -3.888 0.3 -0.1 -0.2
H -4.425 3.609 -5.146 0.3 0.3 0.0
H -4.447 2.207 -1.758 -0.1 0.1 0.6
H -4.859 0.996 -2.843 -0.7 -0.2 -0.7
H -6.546 0.995 -1.071 -0.1 0.0 0.2
H -7.400 1.710 -2.436 -0.1 0.1 -0.1
H -6.907 3.794 -1.614 0.5 0.6 -0.2
H -8.119 4.021 0.448 0.6 0.3 -0.1
H -8.081 2.311 0.540 0.0 -0.1 -0.1
H -10.155 3.182 -0.424 -0.2 0.2 0.4
H -9.377 1.996 -1.349 0.0 0.2 -1.0
H -8.833 5.719 -1.318 -0.4 0.6 0.2
H -10.641 5.366 -1.451 0.1 0.3 0.6
H -9.763 5.845 -2.856 0.4 -0.4 -0.1
```
Forces are in eV/Å.

Calculated values
**Lowest unoccupied orbital energy (alpha / beta)**: 1.554 / 1.552 eV
**Net charge**: -1
**E_HOMO (alpha / beta)**: -0.1492 / -0.1486 Eh
**Frontier orbital gap (alpha / beta)**: 5.62 / 5.60 eV
**⟨S²⟩**: 6.01
**Multiplicity**: 5
**Relative energy (zero: lowest compared OMol25 entry of this formula, charge and spin)**: 64.28 kJ/mol